This record from the Open Molecules 2025 dataset describes 6 unconnected molecules or ions with the total composition C27H66O18S3. The level of theory is ωB97M-V/def2-TZVPD.

Computed properties:
LUMO (eV): 0.13
HOMO-LUMO gap (eV): 9.3512
M (g mol⁻¹): 775.0

Atoms and positions in Å:
1 O 6.73 16.26 -17.93
2 S 5.52 17.03 -18.12
3 O 4.64 16.63 -19.16
4 O 4.67 17.12 -16.78
5 C 5.37 17.52 -15.55
6 C 5.14 16.28 -14.56
7 C 5.98 18.84 -18.29
8 H 4.97 18.47 -15.19
9 H 6.44 17.42 -15.74
10 H 5.44 15.44 -15.20
11 H 4.10 16.11 -14.29
12 H 5.77 16.35 -13.67
13 H 5.21 19.51 -17.90
14 H 6.22 18.82 -19.35
15 H 6.93 18.90 -17.76
16 O 7.14 24.93 -17.83
17 S 8.15 25.11 -18.85
18 O 8.33 24.18 -19.95
19 O 8.04 26.62 -19.49
20 C 7.54 27.72 -18.72
21 C 7.05 28.84 -19.58
22 C 9.81 25.36 -18.04
23 H 8.27 28.20 -18.07
24 H 6.72 27.42 -18.08
25 H 6.20 28.55 -20.19
26 H 7.76 29.33 -20.24
27 H 6.77 29.63 -18.89
28 H 10.27 26.22 -18.52
29 H 10.37 24.45 -18.26
30 H 9.67 25.39 -16.96
31 O -1.16 23.10 -27.56
32 S -1.04 23.28 -26.12
33 O -2.17 22.91 -25.28
34 O 0.31 22.51 -25.47
35 C 0.43 21.14 -25.57
36 C 0.80 20.62 -24.21
37 C -0.63 25.11 -25.80
38 H 1.18 20.74 -26.26
39 H -0.47 20.58 -25.80
40 H 1.51 21.34 -23.82
41 H 1.21 19.63 -24.39
42 H -0.06 20.56 -23.53
43 H -1.50 25.62 -25.39
44 H -0.36 25.45 -26.80
45 H 0.27 25.14 -25.19
46 C -7.83 18.23 -17.88
47 O -7.40 18.27 -19.24
48 C -6.36 19.22 -19.53
49 C -5.03 18.99 -18.70
50 O -5.04 19.45 -17.37
51 C -4.88 20.88 -17.25
52 C -4.69 21.34 -15.78
53 O -5.86 21.05 -15.05
54 C -5.67 21.54 -13.78
55 H -8.84 17.83 -17.81
56 H -7.92 19.16 -17.33
57 H -7.29 17.51 -17.27
58 H -6.71 20.25 -19.63
59 H -6.11 19.00 -20.57
60 H -4.19 19.31 -19.32
61 H -4.88 17.91 -18.71
62 H -5.68 21.47 -17.69
63 H -4.01 21.02 -17.89
64 H -4.35 22.36 -15.66
65 H -3.82 20.78 -15.43
66 H -4.69 21.39 -13.33
67 H -6.47 21.15 -13.15
68 H -5.81 22.63 -13.74
69 C 2.02 29.94 -13.46
70 O 3.01 30.82 -13.37
71 C 3.84 31.00 -14.50
72 C 5.12 31.82 -14.09
73 O 6.25 30.96 -14.19
74 C 6.34 30.15 -13.00
75 C 7.48 29.11 -13.20
76 O 8.40 29.55 -14.16
77 C 9.48 30.41 -13.73
78 H 1.14 30.43 -13.05
79 H 2.26 29.03 -12.91
80 H 1.74 29.63 -14.46
81 H 3.26 31.51 -15.28
82 H 4.21 30.02 -14.82
83 H 4.96 32.36 -13.16
84 H 5.33 32.58 -14.85
85 H 5.45 29.54 -12.80
86 H 6.39 30.87 -12.19
87 H 7.09 28.14 -13.53
88 H 8.01 28.93 -12.27
89 H 10.18 29.79 -13.17
90 H 9.21 31.31 -13.18
91 H 10.14 30.73 -14.54
92 C 3.76 24.01 -21.12
93 O 2.50 24.49 -21.24
94 C 1.99 25.22 -20.13
95 C 1.64 24.37 -18.96
96 O 1.68 25.13 -17.79
97 C 1.41 24.62 -16.51
98 C 1.47 23.14 -16.17
99 O 0.76 22.34 -17.19
100 C 0.82 20.91 -16.82
101 H 3.83 23.27 -20.33
102 H 4.54 24.72 -20.84
103 H 3.88 23.55 -22.10
104 H 1.06 25.66 -20.51
105 H 2.63 26.06 -19.86
106 H 2.32 23.55 -18.74
107 H 0.59 24.11 -19.09
108 H 0.34 24.80 -16.40
109 H 1.84 25.23 -15.72
110 H 1.07 22.96 -15.17
111 H 2.55 23.01 -16.21
112 H 0.38 20.78 -15.84
113 H 1.83 20.49 -16.74
114 H 0.20 20.42 -17.57


This record from the Open Molecules 2025 dataset describes a molecular structure, C27H67Cu2N4O12. The level of theory is ωB97M-V/def2-TZVPD.

Computed properties:
LUMO (alpha / beta) (eV): -8.27 / -11.31
Spin multiplicity: 3
HOMO-LUMO gap (alpha / beta) (eV): 6.5081 / 3.4643
Charge: +3
Expectation value of S²: 2.01
M (g mol⁻¹): 766.9

Atoms and positions in Å:
1 Cu -1.24 -0.03 -3.69
2 Cu 0.03 -2.95 -0.24
3 O -1.35 1.24 0.49
4 C -1.11 0.23 -0.33
5 O -0.65 -0.81 0.16
6 O -1.25 0.36 -1.55
7 H -1.02 0.71 1.22
8 C -2.09 4.13 1.93
9 C -2.03 4.41 0.40
10 O -0.73 4.01 -0.02
11 H -1.39 4.75 2.50
12 H -1.86 3.10 2.18
13 H -3.09 4.40 2.26
14 H -2.16 5.47 0.22
15 H -2.80 3.82 -0.10
16 H -0.68 3.10 0.27
17 C -4.93 1.59 3.41
18 O -4.30 0.38 3.78
19 C -3.11 0.12 3.02
20 C -2.31 -0.99 3.68
21 N -2.04 -0.55 5.08
22 C -1.65 -1.75 5.90
23 C -1.08 -1.28 7.24
24 O -2.04 -0.66 8.10
25 C -1.37 0.10 9.11
26 H -5.54 1.48 2.51
27 H -4.30 2.46 3.24
28 H -5.64 1.86 4.19
29 H -2.45 0.98 2.91
30 H -3.38 -0.29 2.05
31 H -1.34 -1.13 3.20
32 H -2.85 -1.93 3.57
33 H -2.91 -0.15 5.39
34 H -0.83 -2.33 5.47
35 H -2.55 -2.36 5.99
36 H -0.19 -0.68 7.05
37 H -0.70 -2.14 7.79
38 H -0.59 -0.48 9.61
39 H -2.02 0.54 9.86
40 H -0.88 0.96 8.65
41 C 0.85 1.40 3.43
42 O 1.72 1.17 2.31
43 C 2.13 2.25 1.59
44 C 2.85 1.68 0.36
45 N 3.44 2.80 -0.46
46 C 3.98 2.19 -1.69
47 C 4.30 3.21 -2.79
48 O 3.07 3.60 -3.49
49 C 3.08 4.90 -4.11
50 H 0.24 0.52 3.65
51 H 0.27 2.30 3.24
52 H 1.45 1.47 4.34
53 H 2.79 2.84 2.22
54 H 1.29 2.83 1.20
55 H 2.04 1.20 -0.18
56 H 3.63 0.94 0.53
57 H 2.68 3.46 -0.62
58 H 3.37 1.41 -2.13
59 H 4.93 1.75 -1.41
60 H 4.83 2.69 -3.58
61 H 4.97 4.00 -2.47
62 H 2.05 5.14 -4.38
63 H 3.65 4.74 -5.02
64 H 3.51 5.65 -3.44
65 C -3.45 1.95 -3.65
66 O -3.27 0.61 -4.13
67 C -3.56 0.32 -5.50
68 C -2.40 0.76 -6.35
69 N -1.20 0.03 -5.91
70 C 0.07 0.73 -6.11
71 C 0.42 1.96 -5.24
72 O -0.43 1.93 -4.10
73 C 0.01 2.81 -3.03
74 H -2.87 2.73 -4.14
75 H -3.32 1.92 -2.57
76 H -4.50 2.23 -3.76
77 H -4.48 0.83 -5.79
78 H -3.71 -0.76 -5.57
79 H -2.19 1.82 -6.19
80 H -2.59 0.64 -7.42
81 H -1.17 -0.64 -6.67
82 H 0.12 1.03 -7.16
83 H 0.85 -0.01 -5.92
84 H 0.33 2.91 -5.77
85 H 1.45 1.93 -4.91
86 H 0.97 2.50 -2.64
87 H -0.84 2.90 -2.35
88 H 0.22 3.82 -3.38
89 C 2.44 -9.21 -1.37
90 O 1.86 -7.90 -1.02
91 C 2.05 -6.91 -2.07
92 C 1.27 -5.57 -1.86
93 N 1.28 -4.97 -0.48
94 C 2.64 -4.54 -0.07
95 C 2.67 -3.74 1.26
96 O 1.67 -2.74 1.19
97 C 1.69 -1.95 2.37
98 H 3.50 -8.99 -1.42
99 H 2.14 -9.53 -2.36
100 H 2.40 -10.00 -0.62
101 H 1.75 -7.36 -3.01
102 H 3.13 -6.78 -2.14
103 H 0.28 -5.80 -2.26
104 H 1.59 -4.85 -2.61
105 H 0.91 -5.62 0.20
106 H 3.24 -3.95 -0.77
107 H 3.26 -5.44 -0.04
108 H 3.67 -3.40 1.53
109 H 2.41 -4.48 2.02
110 H 2.60 -1.38 2.53
111 H 1.51 -2.51 3.29
112 H 0.90 -1.20 2.31


This record from the Open Molecules 2025 dataset describes a molecular structure, C27H67CuN4O9. The level of theory is ωB97M-V/def2-TZVPD.

Computed properties:
LUMO (eV): 0.51
HOMO-LUMO gap (eV): 7.3033
M (g mol⁻¹): 655.4

Atoms and positions in Å:
1 Cu 0.30 0.20 0.18
2 C 1.20 3.73 0.28
3 C -0.24 3.62 0.93
4 C -1.13 4.80 0.43
5 O -0.73 2.29 0.78
6 H 1.85 2.97 0.73
7 H 1.71 4.60 0.69
8 H 1.25 3.77 -0.80
9 H -0.14 3.86 1.99
10 H -0.96 5.74 0.95
11 H -2.19 4.58 0.60
12 H -1.02 5.07 -0.62
13 C 2.37 0.56 2.79
14 O 2.14 0.62 1.38
15 C 3.32 0.42 0.59
16 C 3.06 0.41 -0.94
17 N 2.06 -0.54 -1.39
18 C 2.38 -1.91 -0.96
19 C 1.49 -3.10 -1.45
20 O 1.96 -4.35 -0.76
21 C 1.47 -5.54 -1.37
22 H 1.56 0.82 3.48
23 H 3.24 1.10 3.17
24 H 2.59 -0.45 3.14
25 H 3.94 -0.39 0.97
26 H 4.06 1.21 0.75
27 H 3.97 0.30 -1.54
28 H 2.82 1.44 -1.20
29 H 1.92 -0.46 -2.39
30 H 2.50 -1.97 0.12
31 H 3.41 -2.11 -1.27
32 H 1.63 -3.21 -2.52
33 H 0.47 -2.87 -1.14
34 H 1.90 -6.50 -1.05
35 H 1.67 -5.39 -2.43
36 H 0.39 -5.63 -1.22
37 C -0.17 0.14 6.33
38 O -1.38 0.70 5.95
39 C -1.73 0.69 4.57
40 C -2.64 1.91 4.24
41 N -3.12 1.89 2.83
42 C -4.27 2.74 2.37
43 C -4.67 2.49 0.91
44 O -5.61 1.36 0.84
45 C -6.02 1.03 -0.48
46 H 0.69 0.62 5.86
47 H -0.14 -0.94 6.16
48 H -0.06 0.37 7.39
49 H -2.28 -0.22 4.34
50 H -0.83 0.73 3.97
51 H -2.00 2.78 4.42
52 H -3.52 1.97 4.87
53 H -2.32 2.18 2.29
54 H -3.94 3.75 2.59
55 H -5.07 2.55 3.10
56 H -3.82 2.33 0.23
57 H -5.15 3.39 0.54
58 H -6.63 1.88 -0.79
59 H -6.64 0.13 -0.56
60 H -5.16 0.92 -1.14
61 C -1.76 2.32 -2.57
62 O -0.90 2.09 -3.61
63 C 0.52 2.15 -3.19
64 C 1.34 1.45 -4.20
65 N 1.02 0.02 -4.06
66 C 1.47 -0.73 -5.21
67 C 2.95 -0.71 -5.47
68 O 3.37 -1.84 -6.21
69 C 3.02 -1.83 -7.59
70 H -1.62 3.30 -2.12
71 H -1.70 1.61 -1.74
72 H -2.78 2.27 -2.96
73 H 0.66 1.70 -2.20
74 H 0.71 3.21 -3.00
75 H 2.39 1.61 -3.94
76 H 1.23 1.85 -5.21
77 H 0.02 -0.11 -3.98
78 H 0.95 -0.39 -6.11
79 H 1.12 -1.75 -5.01
80 H 3.44 -0.85 -4.51
81 H 3.37 0.19 -5.92
82 H 1.94 -1.82 -7.75
83 H 3.43 -2.76 -7.97
84 H 3.56 -1.05 -8.12
85 C -1.84 -1.46 -2.00
86 O -1.49 -1.15 -0.71
87 C -2.19 -1.79 0.31
88 C -1.66 -1.18 1.63
89 N -0.27 -1.47 1.98
90 C -0.03 -2.95 2.08
91 C 1.30 -3.21 2.87
92 O 1.26 -2.53 4.17
93 C 2.22 -2.84 5.13
94 H -2.88 -1.26 -2.26
95 H -1.57 -2.48 -2.25
96 H -1.27 -0.89 -2.73
97 H -2.08 -2.87 0.42
98 H -3.25 -1.59 0.19
99 H -2.30 -1.48 2.46
100 H -1.74 -0.10 1.60
101 H -0.07 -1.17 2.93
102 H 0.10 -3.38 1.09
103 H -0.88 -3.32 2.64
104 H 2.09 -2.77 2.27
105 H 1.57 -4.27 2.90
106 H 2.07 -2.30 6.06
107 H 3.24 -2.60 4.82
108 H 2.16 -3.91 5.35


This record from the Open Molecules 2025 dataset describes 7 unconnected molecules or ions with the total composition C27H67NO7. The level of theory is ωB97M-V/def2-TZVPD.

Computed properties:
LUMO (alpha / beta) (eV): 2.35 / 2.31
Spin multiplicity: 2
HOMO-LUMO gap (alpha / beta) (eV): 1.6622 / 8.5012
Charge: -1
Expectation value of S²: 0.75
M (g mol⁻¹): 517.8

Atoms and positions in Å:
1 C 2.00 3.16 2.41
2 C 2.39 2.20 3.51
3 C 2.90 3.00 4.77
4 O 1.26 1.36 3.75
5 H 2.70 3.91 2.03
6 H 1.01 3.58 2.60
7 H 1.82 2.66 1.46
8 H 3.13 1.60 2.99
9 H 2.10 3.68 5.05
10 H 3.79 3.56 4.48
11 H 3.18 2.32 5.58
12 H 0.65 1.90 4.26
13 C -3.09 4.84 4.52
14 C -2.15 3.76 5.14
15 C -1.87 2.52 4.29
16 O -0.82 4.36 5.23
17 H -4.14 4.57 4.45
18 H -2.73 5.27 3.59
19 H -3.07 5.71 5.18
20 H -2.42 3.42 6.14
21 H -2.76 1.96 4.01
22 H -1.31 1.85 4.95
23 H -1.20 2.67 3.44
24 H -0.78 5.20 5.69
25 C 5.36 -0.22 -2.82
26 C 4.39 -0.82 -3.80
27 C 3.51 -2.04 -3.32
28 O 3.48 0.23 -4.09
29 H 4.87 0.13 -1.91
30 H 5.97 0.61 -3.17
31 H 6.06 -0.95 -2.42
32 H 4.95 -1.10 -4.69
33 H 2.96 -1.83 -2.40
34 H 4.07 -2.92 -3.03
35 H 2.81 -2.14 -4.15
36 H 3.09 0.62 -3.30
37 C 2.80 -3.19 3.84
38 C 1.56 -3.42 4.66
39 C 1.37 -2.24 5.61
40 O 0.42 -3.30 3.70
41 H 2.55 -2.31 3.25
42 H 3.01 -4.01 3.15
43 H 3.65 -3.08 4.51
44 H 1.65 -4.38 5.18
45 H 2.14 -2.31 6.38
46 H 0.41 -2.32 6.13
47 H 1.45 -1.22 5.24
48 H 0.46 -2.43 3.31
49 C 0.23 3.59 -1.93
50 C -0.49 4.27 -3.07
51 C -0.41 3.52 -4.39
52 O -1.92 4.20 -2.76
53 H -0.09 2.57 -1.74
54 H -0.06 4.01 -0.97
55 H 1.32 3.53 -1.89
56 H -0.14 5.28 -3.29
57 H -0.60 2.47 -4.20
58 H 0.63 3.52 -4.70
59 H -1.13 3.83 -5.16
60 H -2.01 4.84 -2.06
61 C -0.76 0.53 1.18
62 C 0.18 -0.67 1.15
63 C 1.61 -0.34 0.58
64 O 0.35 -0.98 2.50
65 H -1.15 0.74 0.18
66 H -0.39 1.51 1.49
67 H -1.62 0.42 1.83
68 H -0.23 -1.54 0.64
69 H 1.49 0.30 -0.29
70 H 2.15 -1.20 0.18
71 H 2.13 0.35 1.25
72 H 0.63 -0.18 2.94
73 C -1.69 -4.62 -3.33
74 C -3.00 -3.80 -3.26
75 C -3.42 -3.61 -1.79
76 C -2.49 -2.69 -1.09
77 C -2.36 -1.35 -1.79
78 C -2.03 -1.39 -3.30
79 N -2.80 -2.50 -3.92
80 O -2.64 -2.61 -5.31
81 C -2.38 -0.06 -3.93
82 C -0.49 -1.59 -3.42
83 C -4.16 -4.53 -3.95
84 H -1.87 -5.67 -3.08
85 H -0.84 -4.30 -2.72
86 H -1.17 -4.75 -4.28
87 H -4.37 -3.09 -1.89
88 H -3.54 -4.53 -1.22
89 H -1.59 -3.24 -0.79
90 H -2.83 -2.43 -0.09
91 H -1.65 -0.68 -1.32
92 H -3.30 -0.80 -1.72
93 H -1.88 0.04 -4.90
94 H -3.47 -0.03 -4.04
95 H -2.12 0.77 -3.27
96 H -0.05 -2.47 -2.95
97 H -0.32 -1.60 -4.50
98 H 0.00 -0.74 -2.94
99 H -5.05 -3.90 -4.00
100 H -4.41 -5.43 -3.38
101 H -3.85 -4.82 -4.95
102 H -3.52 -2.56 -5.69


Which value of M does entry 1 give?
775.0 g mol⁻¹


Among the records above, which one has the highest M?
C27H66O18S3


The highest M belongs to which entry?
C27H66O18S3


The lowest M belongs to which entry?
C27H67NO7